(one)
7
Properties=species:S:1:pos:R:3 method="wB97M-V/def2-TZVPD" homo_energy_ev="-8.51 / -9.17" spin_multiplicity=1 homo_lumo_gap_ev="8.20 / 9.60"
C 0.27853 0.42447 -0.11487
N 1.67912 -2.19566 -0.65560
O 1.86020 -2.04194 -1.78972
O 1.46372 -2.92968 0.20709
F 1.27384 0.89860 0.56594
H 0.14967 0.76483 -1.06404
H -0.54628 -0.00374 0.52133

***

(two)
7
Properties=species:S:1:pos:R:3 method="wB97M-V/def2-TZVPD" homo_energy_ev=-9.66 spin_multiplicity=1 homo_lumo_gap_ev=8.27 smiles="O=CN=O.F"
O 0.48937 -1.62746 -0.47044
C 0.87395 -0.52266 -0.74602
N 0.38970 0.68015 -0.73906
O 0.21853 1.64763 -1.41915
H 1.98127 -0.26566 -0.72132
F -1.30938 0.41271 1.24997
H -2.05076 -0.11132 1.01655

***

Quick one: least stable of them? (one)

***

(one)
17
Properties=species:S:1:pos:R:3 method="wB97M-V/def2-TZVPD" homo_energy_ev=-8.59 spin_multiplicity=1 homo_lumo_gap_ev=9.29
C 0.75910 0.17928 -0.85574
C -0.23642 -1.33620 0.89866
C 0.23118 0.07331 0.53676
N -2.35366 0.79176 -0.72698
O -0.89624 2.51063 0.54112
P 1.55588 0.81160 1.71876
S -1.43059 1.20125 0.72687
H 0.61100 1.31364 -1.16929
H 1.75100 -0.25602 -0.92168
H 0.24180 -0.36286 -1.64238
H 0.43314 -2.06236 1.14449
H -0.73400 -1.69149 0.06639
H -1.05493 -1.31282 1.57214
H -2.86009 -0.04740 -0.81720
H -2.06937 1.27842 -1.49356
H 1.18265 2.15986 1.67631
H 0.81785 0.52537 2.77582

***

(two)
17
Properties=species:S:1:pos:R:3 method="wB97M-V/def2-TZVPD" homo_energy_ev=-8.05 spin_multiplicity=1 homo_lumo_gap_ev=8.89 smiles="CSP(N)O.C=C"
C 2.81154 1.96666 0.00490
S 1.26678 1.39255 0.74376
P 0.48303 -0.47457 -0.39704
N 1.82682 -1.21397 -1.00308
O 0.27058 -1.34423 0.93557
H 3.72123 1.64006 0.49831
H 3.00754 3.03920 0.17569
H 2.81530 1.53701 -1.00654
H 1.87496 -1.13070 -2.12079
H 2.57196 -1.50319 -0.48184
H -0.51462 -1.94373 0.94150
C -3.41536 -0.64846 0.84086
C -3.19402 -0.01737 -0.31432
H -3.29214 -0.29192 1.90514
H -3.98369 -1.60304 0.89220
H -2.82793 1.01468 -0.34956
H -3.42198 -0.41900 -1.26476

***

Quick one: least stable of them? (one)

***

(one)
18
Properties=species:S:1:pos:R:3 method="wB97M-V/def2-TZVPD" homo_energy_ev=-13.35 spin_multiplicity=1 homo_lumo_gap_ev=10.10 total_charge=+1
C 1.27246 1.29673 0.78709
P 1.38757 -0.57229 0.83981
C 1.73717 -1.01484 -0.92477
N -0.41527 -1.24890 0.89556
C -1.61869 -0.81249 0.67893
N -2.15273 0.13900 -0.06574
N -1.11521 0.90899 -0.78048
H 2.23796 1.67931 0.78581
H 0.77602 1.60515 1.78847
H 0.70390 1.81544 0.00535
H 2.87611 -0.97080 -1.15614
H 1.24357 -0.49236 -1.75855
H 1.59631 -2.02851 -1.11452
H -0.41891 -2.13800 1.33816
H -2.36117 -1.39691 1.13676
H -3.10976 0.57129 0.16777
H -1.35243 0.73196 -1.80781
H -1.28691 1.92726 -0.81570

***

(two)
18
Properties=species:S:1:pos:R:3 method="wB97M-V/def2-TZVPD" homo_energy_ev=-12.91 spin_multiplicity=1 homo_lumo_gap_ev=8.25 total_charge=+1
C -2.09179 0.72136 -0.08565
C 2.35450 -1.58061 0.21576
C 1.76452 -0.23541 -0.32412
N -0.95663 0.73645 -0.66958
N -2.73946 1.75645 0.49141
N -0.35681 -0.44900 -0.96374
P 1.88318 1.13417 0.74203
H -2.75455 -0.12860 -0.09646
H 2.08361 -1.97066 1.16940
H 3.44633 -1.44370 0.25450
H 2.24727 -2.31967 -0.48059
H 2.13829 0.06775 -1.35217
H -3.80350 1.72979 0.50550
H -2.30356 2.61800 0.54840
H -0.59480 -1.19980 -0.36347
H 0.06573 -0.47940 -1.84489
H 1.29786 0.54539 1.95418
H 0.72510 1.83862 0.14266

***

Quick one: least stable of them? (two)

***

(one)
57
Properties=species:S:1:pos:R:3 method="wB97M-V/def2-TZVPD" homo_energy_ev=-1.63 spin_multiplicity=1 homo_lumo_gap_ev=6.06 total_charge=-2
Ni 0.92085 0.80354 -0.58425
C -0.74585 -3.15867 0.06263
C -0.40800 -1.69088 0.17868
N 0.44757 -1.12443 -0.59956
N 1.12191 -1.95841 -1.48762
C 2.30014 -1.51867 -1.77944
S 3.10422 -0.12055 -1.19970
S 3.19605 -2.67205 -2.84546
C 4.41252 -3.17373 -1.58039
C 3.80258 -4.04918 -0.53004
C 3.75383 -5.43254 -0.67065
C 3.14939 -6.22264 0.29391
C 2.57549 -5.63537 1.41358
C 2.61003 -4.25574 1.55729
C 3.22056 -3.46719 0.59439
C -1.00836 -0.94242 1.28632
C -2.21899 -1.37114 1.84129
C -2.75562 -0.79658 2.97344
C -2.04177 0.23142 3.60118
C -0.85178 0.67840 3.09259
C -0.29145 0.14814 1.89334
O 0.82638 0.59009 1.44839
H -0.08725 -3.65370 -0.64317
H -1.77650 -3.27241 -0.27938
H -0.66962 -3.63025 1.04244
H 4.78032 -2.24629 -1.14133
H 5.22836 -3.67005 -2.10702
H 4.18604 -5.88938 -1.55398
H 3.12093 -7.29916 0.17096
H 2.09830 -6.25002 2.16688
H 2.15363 -3.78588 2.41935
H 3.23061 -2.38772 0.69581
H -2.76289 -2.17090 1.35375
H -3.71252 -1.12406 3.35923
H -2.44816 0.69726 4.49391
H -0.30964 1.49016 3.56145
O 1.23389 2.71722 -3.61214
Se 0.26478 2.67722 -2.32016
O 1.15287 2.74507 -0.88401
O -0.40751 1.16597 -2.09620
O -0.84145 3.86409 -2.38373
C -4.13015 3.63648 -2.15466
N -3.39705 4.53025 -1.29146
C -3.03243 5.81902 -1.61104
C -2.05451 6.17994 -0.75703
N -1.82377 5.11146 0.07636
C -0.67372 4.95002 0.94233
C -2.62355 4.07522 -0.27481
Se -2.71287 2.45790 0.56847
H -4.80220 4.22334 -2.78089
H -4.69484 2.93704 -1.54031
H -3.42082 3.07751 -2.76839
H -3.49989 6.36160 -2.41163
H -1.50165 7.09691 -0.67206
H -0.32100 5.93797 1.24015
H 0.10772 4.39353 0.41608
H -0.97314 4.37323 1.81630

***

(two)
57
Properties=species:S:1:pos:R:3 method="wB97M-V/def2-TZVPD" homo_energy_ev="-1.66 / -1.66" spin_multiplicity=1 homo_lumo_gap_ev="5.95 / 5.95" total_charge=-2
Ni -0.36898 -0.82774 0.76294
C 0.41305 1.34915 -2.87663
C 0.09049 1.04652 -1.43000
N -0.35826 -0.11468 -1.06241
N -0.55432 -1.01540 -2.13959
C -0.66244 -2.23668 -1.74762
S -0.63204 -2.83921 -0.16820
S -0.69507 -3.42795 -3.11163
C 1.03536 -3.17411 -3.67045
C 2.05813 -3.62403 -2.66016
C 2.54580 -2.74009 -1.70282
C 3.39924 -3.17634 -0.69626
C 3.80161 -4.50300 -0.66302
C 3.33994 -5.39167 -1.62928
C 2.46636 -4.95477 -2.61336
C 0.35618 2.12634 -0.47117
C 0.94141 3.33102 -0.91034
C 1.31119 4.33443 -0.04226
C 1.14066 4.11589 1.34131
C 0.55134 2.97275 1.80198
C 0.05541 1.97076 0.90667
O -0.64853 1.01161 1.36112
H 0.17420 0.50884 -3.51298
H 1.47666 1.58252 -2.95293
H -0.14177 2.22463 -3.22069
H 1.13766 -2.11408 -3.89524
H 1.12465 -3.74808 -4.59478
H 2.20869 -1.71055 -1.69853
H 3.68651 -2.48548 0.08571
H 4.44803 -4.85005 0.13335
H 3.63650 -6.43392 -1.59576
H 2.06839 -5.65777 -3.33896
H 1.12318 3.47810 -1.96668
H 1.76345 5.24556 -0.41301
H 1.49760 4.85767 2.04961
H 0.44772 2.75565 2.85863
O 2.05710 -2.34590 3.49534
Se 1.22623 -1.04539 2.95159
O -0.39667 -1.45255 2.54786
O 1.75979 -0.59307 1.45083
O 1.21662 0.20412 4.01375
C -2.51714 0.99455 4.08737
N -2.99833 1.70264 2.90307
C -2.60226 2.97041 2.53024
C -2.94230 3.13600 1.24117
N -3.55445 1.96095 0.83467
C -3.82900 1.59008 -0.54011
C -3.58633 1.06943 1.85905
Se -4.31779 -0.62028 1.85664
H -2.27770 1.73286 4.85169
H -1.63048 0.41315 3.82808
H -3.29924 0.32437 4.43550
H -2.07710 3.62346 3.20238
H -2.77903 3.96101 0.57136
H -3.87045 2.49953 -1.13816
H -4.77690 1.05781 -0.58719
H -3.04256 0.93100 -0.91166

***

Quick one: least stable of them? (one)

***

(one)
12
Properties=species:S:1:pos:R:3 method="wB97M-V/def2-TZVPD" homo_energy_ev=-8.62 spin_multiplicity=1 homo_lumo_gap_ev=8.97 smiles=CC.SS
C -0.63484 -0.11117 -0.92784
C -1.78123 -0.27712 0.06953
H -0.31303 0.92848 -0.90328
H -1.14625 -0.21530 -1.88996
H 0.16489 -0.84261 -0.93009
H -2.49975 -1.01011 -0.31058
H -1.48237 -0.41910 1.10589
H -2.44500 0.58823 0.04756
S 2.42498 -0.51681 1.54441
S 2.49158 1.33661 0.61382
H 3.71636 -0.46436 1.78385
H 1.50467 1.00326 -0.20331

***

(two)
12
Properties=species:S:1:pos:R:3 method="wB97M-V/def2-TZVPD" homo_energy_ev=-7.63 spin_multiplicity=1 homo_lumo_gap_ev=8.41
C 1.14910 1.38965 0.42076
C 1.24217 -1.35445 0.44132
H 0.55435 1.36019 1.33630
H 2.20508 1.41044 0.67283
H 0.90635 2.30350 -0.12320
H 2.30294 -1.30212 0.69275
H 0.64802 -1.34906 1.35941
H 1.05954 -2.29503 -0.08840
H -2.95784 -0.37264 -0.53192
H -2.30901 -0.10786 1.28545
S 0.76105 -0.00558 -0.65600
S -1.80836 0.01441 0.04502

***

Quick one: least stable of them? (two)

***

(one)
13
Properties=species:S:1:pos:R:3 method="wB97M-V/def2-TZVPD" homo_energy_ev="-7.34 / -9.45" spin_multiplicity=3 homo_lumo_gap_ev="7.86 / 8.35"
C 0.69548 -0.41827 -0.50945
C 0.72675 -1.60224 0.19258
C -1.53638 -1.93954 2.12295
C -0.03436 0.76271 -0.27399
C 0.04368 1.87204 -1.18515
P 0.01028 -1.61501 1.82681
H 1.08549 -0.56277 -1.52671
H 1.55945 -2.41911 -0.03971
H -2.04397 -1.67789 3.01798
H -0.41279 1.09635 0.66327
H -1.04658 2.08416 -1.47782
H 0.50358 1.80993 -2.21308
H 0.44935 2.60965 -0.59767

***

(two)
13
Properties=species:S:1:pos:R:3 method="wB97M-V/def2-TZVPD" homo_energy_ev="-5.82 / -9.46" spin_multiplicity=3 homo_lumo_gap_ev="6.94 / 7.56"
C 0.44844 1.25398 1.21670
C -0.42478 0.55140 -0.96100
C -0.52811 -1.07567 1.05018
C 0.78399 0.71030 -0.07559
C 0.18463 -0.66009 -0.22072
P -0.52678 0.34534 2.23341
H 0.62317 2.22040 1.54609
H -1.34740 0.70469 -0.57354
H -0.39190 0.77795 -1.98639
H -1.52726 -1.36353 0.78278
H -0.08409 -2.05876 1.65791
H 1.79650 0.76268 -0.43390
H 0.69310 -1.32683 -0.94496

***

(three)
13
Properties=species:S:1:pos:R:3 method="wB97M-V/def2-TZVPD" homo_energy_ev="-7.55 / -9.22" spin_multiplicity=3 homo_lumo_gap_ev="8.44 / 8.37"
C 1.14000 -1.20139 0.17057
C 0.10737 -0.17915 0.20671
C 2.42680 -0.81902 -0.15462
C -1.18287 -0.17839 -0.08740
C -1.96182 1.13810 -0.00481
P 2.89274 0.82509 0.03310
H 0.79162 -2.17748 0.21991
H 0.66548 0.89615 0.27361
H 3.05605 -1.65296 -0.40003
H -1.67754 -1.07842 -0.30263
H -1.44046 1.92764 0.49637
H -2.81163 0.86586 0.57091
H -2.00574 1.63398 -1.02170

***

Quick one: least stable of them? (one)

***

(one)
21
Properties=species:S:1:pos:R:3 method="wB97M-V/def2-TZVPD" homo_energy_ev=-8.45 spin_multiplicity=1 homo_lumo_gap_ev=9.07 smiles="C=CCC[S@@](=O)(O)=NC=C"
C -2.06327 1.22308 0.91261
C -2.36121 0.11350 0.32156
C -1.76019 -0.39835 -0.98572
C -0.82928 -1.46863 -0.68672
S 0.64376 -0.82385 0.20346
O 0.52046 -0.30964 1.57061
O 1.15811 -2.42859 0.44321
N 1.51299 -0.06191 -0.82567
C 2.36295 1.00284 -0.70657
C 2.71165 1.81683 0.28717
H -2.40298 1.52896 1.97660
H -1.42210 1.89794 0.41137
H -3.06562 -0.52381 0.77575
H -1.32079 0.48864 -1.47451
H -2.45335 -0.71358 -1.77736
H -1.11036 -2.37738 -0.09566
H -0.40393 -1.95270 -1.49958
H 1.80295 -2.48038 1.22406
H 3.07048 0.95265 -1.50775
H 3.21553 2.76434 0.26056
H 2.19420 1.75003 1.17258

***

(two)
21
Properties=species:S:1:pos:R:3 method="wB97M-V/def2-TZVPD" homo_energy_ev=-9.44 spin_multiplicity=1 homo_lumo_gap_ev=10.22 smiles="CCC1=CCN(C)S1(=O)=O"
C -0.32241 2.19714 1.91739
C -1.28137 1.17455 1.35760
C -0.64589 0.43962 0.27333
C -0.51865 0.46845 -1.03148
C 0.28825 -0.51294 -1.75346
N 0.94936 -1.37530 -0.70845
C 1.30405 -2.67976 -1.20027
S 0.26423 -1.13730 0.86967
O -0.67271 -2.14994 1.26579
O 1.27533 -0.80293 1.82560
H 0.37499 1.56498 2.39716
H -0.67582 3.07496 2.56229
H 0.28681 2.77155 1.01934
H -2.07178 1.66662 0.80256
H -1.60323 0.60917 2.12252
H -0.95362 1.12534 -1.78202
H -0.33913 -1.30925 -2.26975
H 0.96385 -0.02531 -2.34723
H 2.36051 -2.82594 -1.69690
H 1.18430 -3.27200 -0.21826
H 0.57277 -2.95467 -1.85419

***

Quick one: least stable of them? (one)